Entry 1:
Molecular formula: C3H13N4
Method: DFT, wB97M-V/def2-TZVPD

Each line ends with the Mulliken charge.
Cartesian coordinates (Å):
C1 -0.531 -1.371 2.486  -0.826
N1 -1.419 -1.698 -1.053  -0.295
C2 -0.903 -1.314 0.100  0.464
N2 -1.143 -1.872 1.253  -0.137
H1 -0.886 -1.954 3.330  0.318
H2 -0.820 -0.339 2.670  0.315
H3 0.552 -1.444 2.419  0.330
H4 -1.880 -2.591 -1.163  0.253
H5 -1.014 -1.310 -1.892  0.272
H6 -0.220 -0.466 0.103  0.097
H7 -1.730 -2.695 1.266  0.249
N3 0.853 2.711 -2.002  -0.552
C3 0.582 1.631 -1.080  -0.584
N4 1.602 1.133 -0.159  -0.555
H8 0.977 3.584 -1.500  0.252
H9 1.718 2.558 -2.511  0.250
H10 -0.284 1.949 -0.494  0.430
H11 0.264 0.758 -1.661  0.273
H12 2.451 0.911 -0.667  0.214
H13 1.832 1.816 0.554  0.230

Output
Charge   +1
Multiplicity   1

=====

Entry 2:
Molecular formula: C18H64F2HgNO18S2
Method: DFT, wB97M-V/def2-TZVPD

Each line ends with the Mulliken charge.
Cartesian coordinates (Å):
Hg1 2.646 -1.929 0.536  1.747
N1 1.059 -0.521 -0.283  0.567
S1 0.620 -0.143 -1.779  0.431
O1 1.272 1.007 -2.285  -0.345
O2 -0.739 -0.364 -2.086  -0.567
F1 1.396 -1.349 -2.500  -0.440
S2 0.060 0.406 0.640  -0.574
O3 -1.106 -0.254 1.067  0.242
O4 -0.001 1.774 0.304  -0.109
F2 0.985 0.366 1.905  -0.021
C1 3.578 -0.055 -4.587  -0.202
O5 4.741 -0.510 -3.879  -0.584
H1 3.747 0.228 -5.624  0.436
H2 2.769 -0.797 -4.571  0.122
H3 3.144 0.779 -4.051  -0.033
H4 5.152 -1.186 -4.427  0.295
C2 1.812 3.933 2.880  0.148
O6 1.230 5.012 3.559  -0.593
H5 2.196 4.221 1.895  0.082
H6 2.656 3.581 3.470  0.118
H7 1.134 3.078 2.752  -0.070
H8 0.573 5.440 3.002  0.317
C3 0.030 -3.560 -3.782  -0.655
O7 -0.114 -3.736 -2.376  -0.592
H9 -0.347 -2.588 -4.107  0.169
H10 1.085 -3.594 -4.055  0.294
H11 -0.442 -4.367 -4.347  0.349
H12 -1.065 -3.704 -2.173  0.314
C4 0.395 -2.588 2.518  -0.043
O8 1.841 -2.482 2.509  -0.683
H13 0.105 -3.512 3.038  0.614
H14 -0.064 -1.777 3.076  -0.170
H15 -0.011 -2.729 1.520  -0.011
H16 2.156 -2.218 3.416  0.381
O9 1.305 2.292 -4.747  -0.594
H17 1.537 2.001 -3.857  0.265
H18 1.889 3.034 -4.934  0.345
O10 1.595 -3.706 -0.423  -0.568
H19 0.965 -3.704 -1.210  0.420
H20 1.604 -4.605 -0.077  0.240
O11 3.993 -1.430 -1.217  -0.501
H21 3.993 -0.955 -2.079  0.237
H22 4.840 -1.891 -1.190  0.241
C5 -2.666 -1.730 4.116  -0.643
C6 -2.207 -0.307 4.307  0.637
O12 -2.490 0.240 5.602  -0.583
H23 -2.130 -2.391 4.809  0.372
H24 -2.450 -2.072 3.102  -0.143
H25 -3.723 -1.854 4.348  0.313
H26 -2.637 0.364 3.569  0.064
H27 -1.106 -0.249 4.252  -0.264
H28 -1.988 -0.239 6.268  0.333
C7 2.454 0.607 4.855  -0.427
C8 3.396 -0.474 5.277  -0.403
O13 2.822 -1.768 4.961  -0.562
H29 2.296 0.594 3.781  -0.229
H30 2.906 1.572 5.098  0.353
H31 1.504 0.584 5.386  0.387
H32 3.479 -0.421 6.365  0.338
H33 4.374 -0.352 4.810  0.288
H34 3.367 -2.439 5.386  0.275
C9 -3.933 -2.122 0.035  -1.002
C10 -2.630 -2.851 -0.271  0.898
O14 -2.780 -3.717 -1.405  -0.649
H35 -4.168 -1.515 -0.842  -0.003
H36 -3.808 -1.444 0.878  0.301
H37 -4.740 -2.834 0.190  0.561
H38 -2.363 -3.474 0.593  0.392
H39 -1.832 -2.129 -0.449  -0.840
H40 -3.225 -4.527 -1.138  0.290
C11 -0.760 4.140 -1.937  -0.769
C12 -0.915 4.849 -0.625  -0.211
O15 0.193 4.621 0.240  -0.565
H41 0.218 4.343 -2.382  0.280
H42 -1.511 4.436 -2.675  0.464
H43 -0.834 3.050 -1.875  -0.089
H44 -1.835 4.530 -0.122  0.202
H45 -0.968 5.921 -0.799  0.362
H46 0.365 3.679 0.328  0.315
C13 -4.928 1.159 -0.978  -0.737
C14 -4.078 1.637 0.186  0.249
O16 -3.766 0.567 1.068  -0.488
H47 -5.285 1.959 -1.624  0.449
H48 -5.784 0.600 -0.591  0.297
H49 -4.373 0.416 -1.562  -0.190
H50 -4.637 2.379 0.759  0.398
H51 -3.168 2.136 -0.169  -0.213
H52 -2.987 0.131 0.710  0.033
C15 -3.247 -0.628 -4.551  -0.504
C16 -3.906 -1.989 -4.724  -0.284
O17 -4.453 -2.475 -3.508  -0.535
H53 -2.299 -0.666 -4.010  -0.069
H54 -3.930 0.036 -4.020  0.173
H55 -3.035 -0.195 -5.532  0.421
H56 -3.154 -2.723 -5.041  0.208
H57 -4.697 -1.917 -5.466  0.338
H58 -3.727 -2.846 -2.995  0.271
C17 3.746 2.210 -0.161  0.060
C18 4.614 2.567 0.995  -0.601
O18 4.060 1.847 2.138  -0.376
H59 4.096 2.567 -1.129  0.504
H60 2.712 2.534 -0.014  -0.260
H61 3.596 1.131 -0.294  -0.188
H62 4.510 3.633 1.221  0.365
H63 5.671 2.314 0.895  0.390
H64 4.560 2.095 2.922  0.229

Output
Charge   +1
Multiplicity   1

=====

Entry 3:
Molecular formula: C13H50F6O12P
Method: DFT, wB97M-V/def2-TZVPD

Each line ends with the Mulliken charge.
Cartesian coordinates (Å):
P1 28.694 -7.045 33.273  1.553
F1 28.825 -8.530 33.983  -0.374
F2 28.131 -6.471 34.628  -0.584
F3 30.246 -6.748 33.701  -0.391
F4 28.717 -5.579 32.544  -0.127
F5 29.259 -7.727 31.863  -0.528
F6 27.241 -7.482 32.740  -0.524
C1 29.034 -12.166 34.929  -0.381
O1 28.223 -12.783 35.944  -0.578
H1 29.869 -12.809 34.651  0.312
H2 28.347 -12.168 34.083  0.271
H3 29.365 -11.158 35.182  0.062
H4 27.392 -12.317 36.062  0.313
C2 30.422 -2.760 33.770  -0.697
C3 29.399 -1.647 33.624  -0.329
O2 29.964 -0.800 32.650  -0.534
H5 30.000 -3.578 34.355  0.139
H6 31.363 -2.503 34.257  0.356
H7 30.674 -3.152 32.784  0.212
H8 29.191 -1.073 34.526  0.398
H9 28.447 -1.903 33.158  0.180
H10 29.722 0.099 32.887  0.287
C4 24.811 -6.237 36.708  -0.717
C5 24.572 -5.778 38.134  -0.261
O3 24.727 -4.414 38.221  -0.538
H11 24.235 -5.767 35.912  0.479
H12 24.680 -7.316 36.623  0.261
H13 25.809 -6.064 36.305  0.039
H14 25.227 -6.359 38.783  0.129
H15 23.595 -6.079 38.513  0.280
H16 24.030 -3.976 37.727  0.328
C6 26.223 -4.069 30.726  -0.673
C7 27.236 -3.611 29.678  -0.153
O4 27.494 -4.617 28.755  -0.558
H17 25.662 -3.261 31.196  0.356
H18 26.755 -4.603 31.514  -0.128
H19 25.480 -4.758 30.325  0.318
H20 28.130 -3.378 30.257  0.132
H21 26.914 -2.667 29.240  0.319
H22 28.376 -4.924 28.980  0.403
C8 31.814 -6.684 36.521  -0.403
C9 31.244 -5.966 37.804  -0.426
O5 32.115 -4.965 38.266  -0.529
H23 32.779 -7.090 36.824  0.376
H24 31.921 -5.999 35.680  -0.103
H25 31.245 -7.579 36.269  0.131
H26 31.125 -6.762 38.540  0.384
H27 30.277 -5.548 37.524  0.205
H28 32.047 -4.994 39.223  0.321
C10 34.871 -6.718 32.232  -1.335
C11 34.023 -6.447 33.387  0.257
O6 33.830 -5.026 33.533  -0.580
H29 35.929 -6.567 32.446  0.358
H30 34.521 -6.090 31.413  0.303
H31 34.961 -7.751 31.897  0.362
H32 34.403 -6.931 34.287  0.405
H33 33.097 -6.970 33.150  -0.029
H34 33.856 -4.757 34.454  0.297
C12 27.700 -8.007 38.755  -1.392
C13 28.499 -8.535 37.564  0.948
O7 27.605 -8.492 36.470  -0.327
H35 27.438 -6.950 38.803  0.245
H36 28.174 -8.147 39.727  0.511
H37 26.727 -8.497 38.797  0.359
H38 28.849 -9.548 37.760  0.338
H39 29.356 -7.908 37.315  -0.783
H40 27.856 -7.758 35.904  0.038
O8 32.193 -10.298 33.870  -0.654
H41 32.254 -10.582 32.958  0.321
H42 31.335 -9.878 33.933  0.304
O9 29.655 -6.014 29.657  -0.764
H43 30.491 -5.807 30.075  0.459
H44 29.157 -6.475 30.333  0.325
O10 30.523 -9.769 30.720  -0.710
H45 30.039 -9.022 31.071  0.475
H46 30.010 -10.533 30.985  0.332
O11 25.895 -9.268 34.431  -0.725
H47 26.530 -9.233 35.147  0.473
H48 26.292 -8.746 33.733  0.383
O12 31.911 -5.437 31.257  -0.761
H49 31.490 -6.130 31.765  0.242
H50 32.401 -4.928 31.904  0.318

Output
Charge   -1
Multiplicity   1

=====

no.,orbital gap (eV),calculated total energy (Ha),maximum force (eV Å⁻¹)
1,9.089,-340.893462,0.53
2,6.335,-3282.409633,3.20
3,9.370,-2368.963913,2.71